Molecular formula: C19H29Br9Cl4CuO8
Method: DFT, wB97M-V/def2-TZVPD

CARTESIAN COORDINATES (ANGSTROEM)
Cu -3.23077 3.24384 0.39807
O 0.34165 1.93816 0.27692
C 0.72735 0.88505 -0.60115
C -0.47424 -0.22159 -0.84461
O -1.82163 0.11788 -1.19217
H 1.65441 0.41342 -0.27521
H 0.91829 1.19910 -1.62731
H -0.49064 -0.89073 0.01567
H -0.10802 -0.81632 -1.68144
O 6.43256 -5.56422 -0.52672
C 6.56752 -4.90301 -1.51250
O 7.17063 -5.37971 -2.64451
C 6.99393 -4.46749 -3.75030
C 6.86188 -3.10485 -3.05166
C 6.10153 -3.48287 -1.78672
H 6.09538 -4.69085 -4.32546
H 7.88189 -4.45961 -4.38241
H 6.21057 -2.41125 -3.58347
H 7.81857 -2.66849 -2.76455
H 5.04520 -3.51342 -2.05379
H 6.25672 -2.77291 -0.97434
O -4.13615 0.76821 4.91735
C -4.39600 0.03764 5.88883
O -5.12613 0.45959 6.93431
C -5.30235 -0.58911 7.89286
C -4.46856 -1.80704 7.32847
C -3.99746 -1.41846 5.95846
H -6.35920 -0.81971 8.02704
H -4.80347 -0.38345 8.83992
H -4.96138 -2.77661 7.40038
H -3.59361 -1.82894 7.97815
H -4.60561 -1.84532 5.16093
H -2.96209 -1.63368 5.69428
O -2.87984 4.67639 -4.45144
C -2.75920 4.76498 -5.66448
O -2.75126 5.89307 -6.29248
C -2.86998 5.70535 -7.68563
C -2.10228 4.37200 -7.83314
C -2.58120 3.59062 -6.60579
H -2.36226 6.57868 -8.09504
H -3.90671 5.65143 -8.01788
H -1.01952 4.49704 -7.84354
H -2.30779 3.89117 -8.78953
H -1.88547 2.80153 -6.32047
H -3.59016 3.18974 -6.70286
C 2.29746 -0.74434 5.28193
Cl 2.96651 -2.25836 4.50605
Cl 2.02539 -1.19813 7.00789
H 3.05308 0.03442 5.17856
H 1.37206 -0.50132 4.75975
C 6.29377 4.35035 0.10315
Cl 6.83657 5.84772 0.87676
Cl 7.59982 3.37479 -0.55766
H 5.83102 3.72851 0.86950
H 5.59909 4.43687 -0.73234
C -1.74241 -7.21152 1.01550
Br -0.89375 -7.21318 2.82087
Br -3.64557 -6.65706 1.04759
Br -1.74568 -9.06797 0.20124
H -1.05680 -6.59876 0.43023
C -7.44528 -3.57840 -4.38726
Br -7.70901 -2.36923 -5.98017
Br -6.38794 -5.15930 -4.97016
Br -9.20194 -4.15675 -3.65421
H -6.91360 -3.00690 -3.62645
C 2.38040 7.09357 5.66676
Br 3.89192 7.13293 6.96894
Br 1.97053 8.91056 4.98618
Br 0.79252 6.15900 6.52191
H 2.60676 6.42725 4.83437

* HOMO-LUMO gap (alpha / beta): 4.030 / 3.949 eV
* ⟨S²⟩: 0.821
* HOMO (alpha / beta): -6.9 / -6.8 eV
* DFT total energy: -27990.2768 hartree
* LUMO level (alpha / beta): -0.104 / -0.105 Ha
* spin multiplicity: 2

Molecular formula: C19H29Cl36N2O5S2
Method: DFT, wB97M-V/def2-TZVPD

CARTESIAN COORDINATES (ANGSTROEM)
C 5.07565 -2.14592 -1.98907
C 5.54524 -1.07816 -0.98253
O 4.66331 0.00979 -0.86936
C 4.63250 0.81238 -2.01544
C 3.99645 2.18237 -1.73436
S 2.92702 2.27672 -0.28650
O 2.16360 3.50838 -0.41456
O 3.80027 2.34764 0.88197
N 2.01168 0.97057 -0.07582
S 1.25714 0.42895 -1.40927
O 1.91745 -0.75156 -1.93174
O 1.01055 1.44158 -2.42413
C -0.31743 -0.15127 -0.73307
C -1.51742 0.28112 -1.58061
C -1.51648 -0.26228 -3.01530
N -0.76184 -1.53677 -3.13439
H 5.93782 -2.43151 -2.59559
H 4.68826 -3.03437 -1.50049
H 4.32356 -1.75872 -2.66887
H 5.60487 -1.51177 0.00937
H 6.55850 -0.75196 -1.25389
H 5.65476 0.95741 -2.39259
H 4.07366 0.34497 -2.82673
H 3.40444 2.46072 -2.60027
H 4.78193 2.90607 -1.56320
H -0.22831 -1.22502 -0.60932
H -0.43894 0.26918 0.26364
H -1.52376 1.37003 -1.57568
H -2.40432 -0.07683 -1.05605
H -1.11515 0.46261 -3.71748
H -2.54955 -0.46413 -3.30830
H -1.36549 -2.24795 -3.53103
H -0.06363 -1.38254 -3.85342
C 0.55360 5.39054 2.02108
Cl 1.63008 6.55346 2.79440
Cl 0.29361 3.95996 3.02799
Cl -0.99709 6.15862 1.63850
H 1.01089 5.06972 1.09150
C -5.48328 -1.34118 -0.75935
Cl -5.38835 -0.76127 -2.42045
Cl -4.11348 -2.38730 -0.38416
Cl -5.55396 0.01411 0.36692
H -6.39217 -1.91862 -0.65048
C 4.21368 3.72581 4.51431
Cl 2.63470 4.08647 5.21119
Cl 5.11247 5.21290 4.20960
Cl 5.13991 2.66490 5.58207
H 4.06381 3.21353 3.56941
C 5.19694 -4.14001 1.92988
Cl 5.90848 -5.23430 3.12318
Cl 6.35850 -3.73616 0.66745
Cl 3.74652 -4.84780 1.22231
H 4.90983 -3.22665 2.43395
C -1.52107 -5.35995 -1.82421
Cl -2.28085 -4.91359 -3.35732
Cl -1.52584 -7.11722 -1.61987
Cl 0.10983 -4.71791 -1.72273
H -2.10645 -4.92657 -1.02439
C 8.60900 -6.00138 -2.04856
Cl 9.46431 -6.94281 -3.27653
Cl 8.59216 -4.29082 -2.47734
Cl 6.97027 -6.61001 -1.82618
H 9.13957 -6.10924 -1.11236
C 2.49281 0.08507 3.09611
Cl 2.29688 0.66109 4.76035
Cl 3.88424 -0.99880 2.98272
Cl 1.02402 -0.73881 2.57055
H 2.66658 0.92681 2.43505
C -8.38807 -0.13166 3.17350
Cl -9.73734 0.97252 2.91608
Cl -8.46301 -0.83420 4.79399
Cl -8.36455 -1.39782 1.95012
H -7.46851 0.43378 3.09244
C -9.37269 4.53811 5.45207
Cl -10.14604 5.04678 3.94765
Cl -9.38849 2.78111 5.59506
Cl -7.72550 5.16088 5.54803
H -9.93765 4.95054 6.27671
C -8.94796 -5.69876 2.27564
Cl -8.84919 -5.07521 0.62479
Cl -7.56973 -6.74104 2.63071
Cl -9.05086 -4.37543 3.43351
H -9.84850 -6.29182 2.35690
C -6.89958 2.34029 -4.42717
Cl -6.51060 2.91011 -2.80511
Cl -5.69588 1.18027 -4.98867
Cl -8.51798 1.63261 -4.47058
H -6.88560 3.18952 -5.09633
C 5.38503 6.45059 -2.04202
Cl 4.32419 5.39799 -1.12268
Cl 6.97791 5.70753 -2.26720
Cl 4.67113 6.86110 -3.60885
H 5.52300 7.36991 -1.48913

* HOMO-LUMO gap: 7.430 eV
* charge: -1
* HOMO: -6.0 eV
* DFT total energy: -18590.3468 hartree
* LUMO level: 0.053 Ha
* spin multiplicity: 1

Molecular formula: C19H29FN2O5S
Method: DFT, wB97M-V/def2-TZVPD

CARTESIAN COORDINATES (ANGSTROEM)
O -1.10912 0.61165 0.01985
C -1.71046 -0.39702 0.34116
N -1.11347 -1.48625 0.88184
C 0.29766 -1.48192 1.20827
C 1.09422 -2.54857 0.46474
C 0.89658 -2.49652 -1.07532
C 2.32900 -2.29191 -1.59415
C 3.14916 -3.56557 -1.35968
C 3.37486 -3.54341 0.17607
C 2.61209 -2.28270 0.59800
N 2.87968 -1.40574 -0.55459
C 2.73368 -0.05293 -0.65730
O 2.44952 0.48498 -1.71376
C 3.07638 0.79276 0.55973
C 4.45798 1.46596 0.28442
C 4.18788 2.81256 -0.36941
S 2.86490 3.45341 0.63486
O 3.41157 3.75230 1.93796
O 2.08279 4.44260 -0.05298
C 2.00668 1.88688 0.74750
C -3.21129 -0.55218 0.09679
F -3.68883 -1.54252 0.97380
C -4.01034 0.72980 0.25940
C -3.81312 1.66714 -0.93705
C -4.71573 2.88218 -0.80422
O -6.08096 2.51940 -0.68881
C -6.29969 1.71754 0.45516
C -5.50298 0.42383 0.40326
H -1.71385 -2.20784 1.24477
H 0.66174 -0.49049 0.93883
H 0.42944 -1.60269 2.28749
H 0.84787 -3.53357 0.86848
H 0.43129 -3.39628 -1.47684
H 0.27938 -1.63993 -1.35292
H 2.40050 -1.85563 -2.58385
H 2.61246 -4.45132 -1.69813
H 4.09585 -3.51912 -1.89561
H 2.99305 -4.42983 0.68154
H 4.43275 -3.44492 0.41589
H 2.91941 -1.86745 1.55441
H 3.15627 0.18019 1.45392
H 4.97850 1.62022 1.22883
H 5.07576 0.82872 -0.34755
H 5.01948 3.51248 -0.32596
H 3.80933 2.71152 -1.38577
H 1.25470 1.86459 -0.03872
H 1.52576 1.86077 1.72309
H -3.35030 -0.95597 -0.91221
H -3.66408 1.24092 1.16556
H -2.77429 1.98103 -1.01304
H -4.07648 1.13381 -1.85711
H -4.41794 3.47464 0.07310
H -4.63960 3.51992 -1.68343
H -6.02949 2.28421 1.35902
H -7.36944 1.51523 0.49126
H -5.83993 -0.16834 -0.45389
H -5.69676 -0.16061 1.30333

* energy above the lowest of the compared OMol25 structures with the same formula, charge and spin: 0.102 eV
* HOMO-LUMO gap: 10.077 eV
* HOMO: -9.6 eV
* DFT total energy: -1725.1954 hartree
* LUMO level: 0.016 Ha
* spin multiplicity: 1
* SMILES: O=C(NC[C@H]1C[C@@H]2CC[C@H]1N2C(=O)[C@H]1CCS(=O)(=O)C1)[C@@H](F)C1CCOCC1

Molecular formula: C19H29N3O
Method: DFT, wB97M-V/def2-TZVPD

CARTESIAN COORDINATES (ANGSTROEM)
C -1.32759 -3.73338 -0.26010
N -0.43016 -2.59764 -0.16130
C 0.91979 -3.09412 0.00188
C 1.99259 -2.07232 -0.10012
N 1.94715 -0.82773 -0.45101
C 3.25352 -0.42707 -0.37856
N 4.05049 -1.38273 0.00003
O 3.24407 -2.46674 0.18918
C 3.67625 0.95306 -0.71836
C 5.10895 1.22292 -0.32765
C 5.41756 1.73510 1.04589
C 5.56855 2.63655 -0.14186
H 4.84562 3.42745 -0.27502
H 6.56340 2.90228 -0.46435
H 6.30712 1.37814 1.54028
H 4.59253 1.91526 1.71831
H 5.80820 0.51914 -0.75882
H 2.99809 1.65052 -0.22096
H 3.54097 1.08657 -1.79707
H 1.10890 -3.82627 -0.79283
H 1.06687 -3.62466 0.96495
C -0.82433 -1.65653 0.88285
H 0.08603 -1.23798 1.31701
H -1.36777 -2.17495 1.68913
C -1.66971 -0.46141 0.39262
C -0.96675 0.25366 -0.76213
C -1.76692 1.48454 -1.18457
C -3.16306 1.06434 -1.63887
C -3.87458 0.36188 -0.48441
C -4.00334 1.32071 0.69628
C -2.60825 1.74705 1.14631
C -1.88814 2.44737 -0.00439
H -0.89456 2.76534 0.31946
H -2.44488 3.33888 -0.30326
C -1.81289 0.51399 1.56870
H -0.82173 0.81900 1.91291
H -2.31701 0.01711 2.40212
H -2.69209 2.43287 1.99797
H -4.58635 2.19702 0.40343
H -4.52708 0.83036 1.52051
C -3.06941 -0.87194 -0.07377
H -2.98669 -1.53067 -0.93865
H -3.59107 -1.40519 0.72578
H -4.87386 0.04616 -0.80793
H -3.08766 0.38995 -2.49469
H -3.73563 1.94106 -1.95142
H -1.24960 1.98508 -2.01101
H -0.86023 -0.43949 -1.59665
H 0.03699 0.54449 -0.45518
H -1.08916 -4.30320 -1.15829
H -1.25035 -4.40501 0.61072
H -2.35275 -3.38881 -0.33307

* energy above the lowest of the compared OMol25 structures with the same formula, charge and spin: 2.208 eV
* HOMO-LUMO gap: 9.571 eV
* HOMO: -8.8 eV
* DFT total energy: -980.8663 hartree
* LUMO level: 0.027 Ha
* spin multiplicity: 1
* SMILES: CN(Cc1nc(CC2CC2)no1)C[C@]12C[C@H]3C[C@H](C[C@H](C3)C1)C2